Version 1
Entry from OMol25: one molecule with the formula C20H22N4O2 (wB97M-V/def2-TZVPD).

* spin multiplicity: 1
* charge: 0
* HOMO-LUMO gap: 8.0128 eV

```
48
C20H22N4O2 (wB97M-V/def2-TZVPD)
C 1.965 -1.230 -2.691
C 2.654 -2.260 -1.714
C 1.868 -2.389 -0.300
N 1.764 -1.094 0.309
C 2.167 -0.723 1.578
O 2.797 -1.416 2.327
C 1.813 0.599 1.964
C 2.208 1.202 3.264
N 1.897 2.489 3.349
N 1.025 2.580 2.263
C 0.177 3.641 2.010
C -0.659 3.612 0.894
C -1.510 4.815 0.336
C -1.833 6.057 1.274
C -0.753 6.070 0.146
C -0.541 2.365 0.062
N 0.199 1.291 0.270
C 0.942 1.471 1.460
C 0.570 -3.051 -0.450
C -0.207 -3.199 0.684
C -1.517 -3.708 0.569
C -2.008 -4.080 -0.673
O -3.331 -4.228 -0.893
C -3.987 -3.146 -1.641
C -1.117 -4.211 -1.753
C 0.183 -3.734 -1.641
H 1.343 -0.402 -2.188
H 2.739 -0.616 -3.254
H 1.458 -1.798 -3.429
H 2.894 -3.211 -2.230
H 3.642 -1.834 -1.475
H 2.479 -3.047 0.338
H 1.116 -0.353 -0.033
H 2.962 0.863 3.961
H 0.497 4.517 2.547
H -2.289 4.452 -0.244
H -2.861 6.450 1.067
H -1.505 5.858 2.336
H -0.937 6.808 -0.687
H 0.349 5.907 0.516
H -1.178 2.282 -0.810
H 0.207 -2.896 1.589
H -2.204 -3.816 1.443
H -4.857 -3.578 -2.164
H -3.410 -2.461 -2.317
H -4.395 -2.517 -0.723
H -1.411 -4.622 -2.708
H 0.593 -3.709 -2.539
```

Version 2
Entry from OMol25: one molecule with the formula C20H22N4O2 (wB97M-V/def2-TZVPD).

* spin multiplicity: 1
* charge: 0
* HOMO-LUMO gap: 7.8148 eV

```
48
C20H22N4O2 (wB97M-V/def2-TZVPD)
C -1.555 2.413 5.057
C -1.396 3.354 4.057
C -0.887 2.976 2.648
N -0.415 1.585 2.524
C -1.401 0.593 2.000
C -1.513 0.515 0.493
N -0.172 0.411 -0.125
C 0.206 -0.676 -0.958
C 0.767 -0.255 -2.157
C 1.141 -1.153 -3.279
C 1.042 -0.577 -4.566
C 1.436 -1.251 -5.735
C 1.919 -2.547 -5.590
C 1.927 -3.171 -4.346
C 1.569 -2.491 -3.171
C 1.728 -3.215 -1.856
N 0.504 -3.250 -1.077
C -0.173 -4.314 -0.548
C -1.078 -3.850 0.347
N -1.037 -2.473 0.317
C -0.103 -2.105 -0.557
C 0.871 1.318 0.383
C 0.922 1.397 1.909
C -1.608 4.746 4.368
O -1.423 5.178 5.486
O -2.112 5.526 3.399
H -1.838 2.775 6.046
H -1.315 1.365 4.983
H -1.694 3.166 1.893
H -0.064 3.624 2.396
H -1.103 -0.375 2.419
H -2.419 0.847 2.390
H -2.197 -0.269 0.211
H -1.941 1.455 0.121
H 0.876 0.811 -2.289
H 0.657 0.422 -4.673
H 1.370 -0.844 -6.709
H 2.187 -3.105 -6.491
H 2.297 -4.205 -4.322
H 2.042 -4.249 -2.060
H 2.524 -2.694 -1.295
H -0.013 -5.357 -0.812
H -1.744 -4.469 0.872
H 0.625 2.276 0.008
H 1.856 1.022 0.084
H 1.602 2.217 2.177
H 1.306 0.479 2.301
H -2.173 6.424 3.726
```

Which of them is the least stable? Correct choice: version 1.

Version 1
Entry from OMol25: one molecule with the formula C2H5F2N (wB97M-V/def2-TZVPD).

* spin multiplicity: 1
* charge: 0
* HOMO-LUMO gap: 11.3179 eV

```
10
C2H5F2N (wB97M-V/def2-TZVPD)
N 0.054 1.074 -0.843
C -0.090 0.486 0.439
F 0.874 0.834 1.387
C 0.133 -0.994 0.300
F -0.917 -1.582 -0.385
H -0.108 2.034 -1.032
H -0.253 0.552 -1.631
H -0.980 0.552 0.984
H 0.243 -1.608 1.092
H 1.044 -1.347 -0.311
```

Version 2
Entry from OMol25: a 2-piece molecular cluster, C2H5F2N overall (wB97M-V/def2-TZVPD).

* spin multiplicity: 1
* charge: 0
* HOMO-LUMO gap: 10.6007 eV

```
10
C2H5F2N (wB97M-V/def2-TZVPD)
C -0.322 -1.536 0.408
C 0.581 -0.818 0.999
F 1.501 -0.066 0.484
F 0.838 -0.715 2.300
H -0.644 -1.192 -0.700
H -0.845 -2.273 0.950
N -0.400 1.399 -0.975
H -0.011 2.158 -0.486
H -1.146 1.930 -1.335
H 0.448 1.113 -1.644
```

Which of them is the least stable? Correct choice: version 2.

Version 1
Entry from OMol25: an isolated ion of composition C7H11N4O and charge +1 (wB97M-V/def2-TZVPD).

* spin multiplicity: 1
* charge: +1
* HOMO-LUMO gap: 9.8316 eV

```
23
C7H11N4O (wB97M-V/def2-TZVPD)
C 1.670 -1.566 -0.801
N 1.095 -2.661 -0.530
C -0.326 -2.753 -0.350
C -1.135 -1.469 -0.588
N -0.348 -0.302 -0.364
C 0.942 -0.304 -0.668
N 1.440 0.848 -0.943
N 0.462 1.841 -0.432
C 0.964 2.199 0.923
O 0.351 1.339 1.823
C -0.995 1.315 1.353
C -0.773 1.018 -0.171
H 2.782 -1.613 -0.933
H -0.452 -3.146 0.738
H -0.763 -3.400 -1.110
H -1.434 -1.603 -1.573
H -1.976 -1.503 0.145
H 0.378 2.612 -1.130
H 2.038 1.933 0.957
H 0.819 3.274 0.957
H -1.529 2.140 1.621
H -1.453 0.392 1.663
H -1.758 1.410 -0.588
```

Version 2
Entry from OMol25: an isolated ion of composition C7H11N4O and charge +1 (wB97M-V/def2-TZVPD).

* spin multiplicity: 1
* charge: +1
* HOMO-LUMO gap (spin up / spin down): 8.5206 / 8.5200 eV

```
23
C7H11N4O (wB97M-V/def2-TZVPD)
C 1.887 -1.392 -0.564
C 0.598 -0.798 -0.222
N -0.457 -1.349 -0.798
C -1.702 -0.757 -0.990
C -1.605 0.789 -0.974
N -0.564 1.172 -1.721
O -2.377 1.505 -0.375
C 0.467 0.155 0.898
C -0.614 0.527 1.731
C -0.060 1.376 2.611
N 1.299 1.517 2.452
N 1.515 0.758 1.415
H 2.451 -1.931 0.290
H 2.651 -0.736 -0.932
H 1.536 -2.149 -1.343
H -0.388 -2.220 -1.292
H -2.500 -0.992 -0.247
H -1.992 -1.113 -2.007
H -0.227 2.102 -1.680
H -0.102 0.528 -2.306
H -1.636 0.504 1.619
H -0.581 1.847 3.499
H 2.403 0.656 0.934
```

Which of them is the least stable? Correct choice: version 1.

Version 1
Entry from OMol25: one molecule with the formula C15H17NO4S (wB97M-V/def2-TZVPD).

* spin multiplicity: 1
* charge: 0
* HOMO-LUMO gap: 8.6423 eV

```
38
C15H17NO4S (wB97M-V/def2-TZVPD)
C -5.564 -2.081 -0.455
O -5.361 -0.691 -0.537
C -4.125 -0.196 -0.250
C -3.966 1.180 -0.383
C -2.752 1.777 -0.102
C -1.667 1.023 0.323
O -0.452 1.545 0.685
C -0.162 2.863 0.280
C -1.812 -0.365 0.426
N -0.717 -1.142 0.819
S 0.750 -1.047 -0.037
O 0.606 -0.231 -1.202
O 1.157 -2.412 -0.213
C 1.883 -0.290 1.174
C 3.198 -0.195 0.489
C 4.164 -1.178 0.665
C 5.362 -1.114 -0.026
C 5.602 -0.073 -0.907
C 4.638 0.903 -1.097
C 3.442 0.842 -0.405
C -3.035 -0.962 0.146
H -4.915 -2.624 -1.149
H -5.402 -2.452 0.562
H -6.604 -2.243 -0.735
H -4.807 1.770 -0.709
H -2.665 2.846 -0.211
H 0.879 3.038 0.550
H -0.791 3.593 0.803
H -0.281 2.979 -0.800
H -0.944 -2.118 0.945
H 1.450 0.666 1.436
H 1.888 -0.973 2.017
H 3.973 -1.997 1.342
H 6.107 -1.882 0.119
H 6.535 -0.026 -1.447
H 4.817 1.711 -1.790
H 2.681 1.590 -0.566
H -3.108 -2.034 0.239
```

Version 2
Entry from OMol25: one molecule with the formula C15H17NO4S (wB97M-V/def2-TZVPD).

* spin multiplicity: 1
* charge: 0
* HOMO-LUMO gap: 9.4937 eV

```
38
C15H17NO4S (wB97M-V/def2-TZVPD)
C -0.147 -3.753 -0.772
C -0.570 -2.298 -0.938
C 0.456 -1.509 -1.748
C -0.801 -1.640 0.440
O -1.484 -0.391 0.273
C -2.828 -0.421 0.356
O -3.476 -1.407 0.589
C -3.379 0.920 0.129
C -2.768 2.109 -0.197
C -3.799 3.062 -0.299
C -4.956 2.386 -0.030
O -4.711 1.103 0.227
C 0.519 -1.415 1.179
O 1.162 -2.335 1.638
N 0.895 -0.126 1.265
C 2.146 0.284 1.869
C 3.004 1.023 0.898
C 3.374 2.332 0.927
C 4.176 2.707 -0.174
C 4.396 1.677 -1.028
S 3.638 0.226 -0.505
H 0.750 -3.816 -0.163
H -0.934 -4.326 -0.288
H 0.055 -4.193 -1.745
H -1.535 -2.264 -1.460
H 0.512 -1.901 -2.761
H 1.442 -1.591 -1.294
H 0.179 -0.458 -1.801
H -1.428 -2.305 1.047
H -1.720 2.267 -0.347
H -3.699 4.100 -0.539
H -5.977 2.711 0.006
H 0.307 0.578 0.848
H 1.951 0.922 2.738
H 2.632 -0.638 2.204
H 3.090 3.009 1.714
H 4.566 3.698 -0.319
H 4.960 1.675 -1.940
```

Which of them is the least stable? Correct choice: version 1.

Version 1
Entry from OMol25: a 2-piece molecular cluster, C2H7S3 overall (wB97M-V/def2-TZVPD).

* spin multiplicity: 1
* charge: -1
* HOMO-LUMO gap: 5.4184 eV

```
12
C2H7S3 (wB97M-V/def2-TZVPD)
C -1.136 0.002 1.499
S -0.834 -0.249 -0.259
S -1.281 -2.318 -0.377
H -2.180 -0.165 1.756
H -0.866 1.044 1.651
H -0.468 -0.619 2.092
H -0.010 -2.687 -0.593
C 2.112 2.150 -1.126
S 1.487 1.656 0.512
H 2.258 1.282 -1.778
H 1.413 2.820 -1.631
H 3.074 2.665 -1.048
```

Version 2
Entry from OMol25: a 2-piece molecular cluster, C2H7S3 overall (wB97M-V/def2-TZVPD).

* spin multiplicity: 1
* charge: -1
* HOMO-LUMO gap: 6.0469 eV

```
12
C2H7S3 (wB97M-V/def2-TZVPD)
C -2.262 -1.530 0.212
S -1.283 -2.180 1.602
H -2.682 -0.530 0.499
H -1.655 -1.483 -0.758
H -2.868 -2.409 -0.082
C 1.990 2.137 -0.823
S 1.399 0.347 -1.050
S 1.404 -0.357 0.946
H 2.153 2.434 0.192
H 1.131 2.643 -1.207
H 2.942 2.187 -1.379
H -0.270 -1.260 1.848
```

Which of them is the least stable? Correct choice: version 2.

Version 1
Entry from OMol25: one molecule with the formula C5H8N2 (wB97M-V/def2-TZVPD).

* spin multiplicity: 3
* charge: 0
* HOMO-LUMO gap (spin up / spin down): 7.0237 / 7.4107 eV
* <S²>: 2.02

```
15
C5H8N2 (wB97M-V/def2-TZVPD)
C 0.568 -1.572 -0.531
C 1.476 0.365 0.899
C 1.474 -0.311 -0.470
C 0.702 0.945 -0.126
C -2.235 0.434 -0.061
N -0.632 -1.341 -0.294
N -1.009 -0.251 0.279
H 0.941 -2.523 -0.686
H 1.097 -0.149 1.766
H 2.401 0.849 1.080
H 2.280 -0.355 -1.168
H 0.725 1.999 -0.403
H -3.233 0.055 0.518
H -2.011 1.527 0.273
H -2.545 0.329 -1.078
```

Version 2
Entry from OMol25: a 2-piece molecular cluster, C5H8N2 overall (wB97M-V/def2-TZVPD).

* spin multiplicity: 3
* charge: 0
* HOMO-LUMO gap (spin up / spin down): 6.6699 / 7.0004 eV
* <S²>: 2.01

```
15
C5H8N2 (wB97M-V/def2-TZVPD)
C -2.143 0.701 0.306
C 0.756 1.552 0.295
C -1.646 0.277 -0.809
C 1.269 -0.841 0.294
C 1.238 0.530 0.921
N -1.698 -0.705 0.288
N 0.634 2.518 -0.450
H -2.501 1.504 1.012
H -1.434 0.210 -1.747
H 2.263 -1.066 -0.160
H 0.459 -0.978 -0.354
H 1.023 -1.530 1.149
H -2.653 -1.296 0.180
H 1.766 0.544 1.794
H -0.065 3.130 -0.511
```

Which of them is the least stable? Correct choice: version 2.